17
Properties=species:S:1:pos:R:3:mulliken_charge:R:1 method="wB97M-V/def2-TZVPD" e_above_lowest_kcal_mol=47.6 spin_multiplicity=1 orbital_gap_ev=10.50 smiles="NCC(=O)NCC(=O)O"
H 0.390 -2.002 -0.155 0.29
C -1.597 0.575 0.432 -0.52
O 1.724 -0.177 -1.464 -0.50
N -1.182 1.680 -0.407 -0.54
H -0.984 1.113 -1.176 0.23
H 1.780 -1.060 1.588 0.37
O -1.659 -1.462 -0.900 -0.62
H -1.310 0.645 1.451 0.34
C 2.207 -0.080 -0.279 0.62
H 0.699 -0.267 -1.435 0.39
H -2.668 0.436 0.354 0.34
H -1.970 2.181 -0.732 0.29
O 3.288 0.395 -0.056 -0.56
N 0.159 -1.233 0.394 -0.35
H 0.927 0.390 1.514 0.28
C 1.276 -0.410 0.910 -0.41
C -1.081 -0.726 -0.039 0.36

=====

18
Properties=species:S:1:pos:R:3:mulliken_charge:R:1 method="wB97M-V/def2-TZVPD" e_above_lowest_kcal_mol=120.1 spin_multiplicity=1 orbital_gap_ev=9.99
H -3.542 -0.411 -0.110 0.35
H -2.677 -0.805 2.057 0.23
H 1.413 0.903 1.593 0.38
C -1.456 -0.632 -0.847 0.66
O -0.841 -1.545 -1.264 -0.51
C 1.457 0.349 0.608 -0.19
O -1.148 0.657 -1.177 -0.50
C 1.525 -1.083 0.432 -0.92
H 0.676 -1.412 1.074 0.27
H -0.209 0.582 -1.655 0.43
N 1.450 1.153 -0.376 0.75
N -1.959 -0.806 1.343 -0.48
H 1.188 3.054 -0.737 0.37
H 2.365 -1.453 1.098 0.35
C -2.473 -0.541 0.194 -0.19
H 1.435 -1.397 -0.658 0.26
O 1.384 0.916 -1.613 -0.75
O 1.413 2.472 0.042 -0.49

=====

16
Properties=species:S:1:pos:R:3:mulliken_charge:R:1 method="wB97M-V/def2-TZVPD" e_above_lowest_kcal_mol=154.9 spin_multiplicity=1 orbital_gap_ev=6.86
H -2.228 2.950 0.578 0.40
H -0.699 1.773 1.404 0.31
S 2.222 -0.841 -2.230 -0.21
N 1.512 -2.037 -1.089 -0.43
N 0.497 -0.373 0.464 -0.04
C 0.260 0.877 -0.214 -0.69
C -0.879 -0.353 1.182 -0.62
H 1.099 1.547 -0.496 0.36
H -1.808 -0.813 0.695 0.32
H 0.548 -2.282 0.822 0.30
H 2.868 -1.861 -2.954 0.17
O -2.284 1.548 0.106 -0.63
C -1.077 1.157 0.650 0.07
H -0.185 0.633 -1.343 0.27
H -0.820 -0.354 2.386 0.24
C 0.975 -1.569 0.037 0.21

=====

16
Properties=species:S:1:pos:R:3:mulliken_charge:R:1 method="wB97M-V/def2-TZVPD" e_above_lowest_kcal_mol=214.6 spin_multiplicity=1 orbital_gap_ev=7.81
C -1.040 0.008 1.272 -0.74
O 0.806 2.231 -0.482 -0.71
H -0.833 -1.404 1.666 0.21
H -0.229 0.854 1.834 0.23
C 1.406 0.021 -0.278 0.20
S 2.489 -0.999 0.129 -0.48
N 0.214 -0.209 -1.004 -0.10
H -1.946 0.473 -0.789 0.55
H 2.519 1.631 0.350 0.20
H -0.954 -1.991 -1.622 0.28
C -1.080 -0.103 -0.361 -0.09
H -2.329 0.330 1.475 0.26
H -0.009 -1.917 -0.054 0.25
N 1.634 1.355 0.028 0.13
C -0.516 -1.406 -0.824 -0.76
H -0.133 1.127 -1.341 0.58

=====

16
Properties=species:S:1:pos:R:3:mulliken_charge:R:1 method="wB97M-V/def2-TZVPD" e_above_lowest_kcal_mol=44.8 spin_multiplicity=1 orbital_gap_ev=9.68 smiles="[H]/N=C1/CS[C@H](C)ON1"
C 0.372 -0.875 -0.827 0.30
C -1.429 0.506 0.746 -0.45
H 0.650 -0.500 -1.821 0.36
O 1.027 -0.089 0.160 -0.26
N 0.727 1.269 -0.065 -0.36
H -1.140 -0.038 1.644 0.26
H -0.056 3.503 0.679 0.22
N -0.822 2.841 0.838 -0.65
C -0.480 1.658 0.535 0.37
S -1.465 -0.656 -0.654 -0.17
H 0.271 -2.973 -1.307 0.38
H 0.558 -2.624 0.399 0.32
C 0.798 -2.312 -0.615 -1.23
H -2.439 0.901 0.867 0.32
H 1.552 1.797 0.208 0.29
H 1.877 -2.407 -0.788 0.32

=====

16
Properties=species:S:1:pos:R:3:mulliken_charge:R:1 method="wB97M-V/def2-TZVPD" e_above_lowest_kcal_mol=64.2 spin_multiplicity=1 orbital_gap_ev=9.48 smiles="S[C@H]1CNC=NOC1"
N 1.725 -1.520 0.412 -0.46
C 1.004 0.765 0.087 -0.67
H 1.264 0.876 1.130 0.37
C -1.171 -0.442 0.483 -0.80
H -2.145 0.573 -1.749 0.13
S -1.144 1.510 -1.632 -0.23
H -2.132 -0.153 0.960 0.37
H 1.423 1.666 -0.474 0.46
H 0.982 -2.530 1.902 0.46
H -0.807 1.623 0.845 0.27
H -1.379 -1.178 -0.316 0.34
H -0.907 -1.299 2.307 0.28
C -0.547 0.895 0.031 0.06
O 1.481 -0.425 -0.428 -0.22
N -0.361 -0.970 1.537 -0.23
C 0.815 -1.703 1.281 -0.12

=====

15
Properties=species:S:1:pos:R:3:mulliken_charge:R:1 method="wB97M-V/def2-TZVPD" e_above_lowest_kcal_mol=134.4 spin_multiplicity=1 total_charge=+1 orbital_gap_ev="7.27 / 7.44"
C 1.053 1.765 0.695 -0.39
H -1.174 0.482 -1.692 0.42
H -2.038 -0.491 1.698 0.22
C 2.014 1.051 0.247 -0.32
C -0.640 -0.609 0.143 0.33
C 1.995 -0.320 -0.404 -0.01
H -1.852 -0.991 -1.635 0.41
H 2.878 -0.738 -0.955 0.35
H -2.705 0.081 -0.697 0.35
N -1.704 -0.165 -0.959 -0.61
H -0.891 -1.793 1.803 0.24
N -1.275 -1.056 1.222 -0.47
P 0.697 -1.377 -0.668 -0.20
H 0.601 2.616 1.082 0.43
H 3.042 1.545 0.121 0.26

=====

15
Properties=species:S:1:pos:R:3:mulliken_charge:R:1 method="wB97M-V/def2-TZVPD" e_above_lowest_kcal_mol=14.0 spin_multiplicity=1 orbital_gap_ev=9.19 smiles="N[C@H]1CCNC1=S"
H 0.779 1.669 -1.280 0.27
H 0.665 -2.337 -0.537 0.25
H -1.815 -1.512 -0.852 0.29
H -1.472 -1.648 0.929 0.24
H -1.800 0.754 0.880 0.28
C -1.112 -1.194 -0.018 -0.42
C 0.316 0.745 0.434 0.20
S 2.755 -0.531 0.060 -0.37
H 0.411 0.978 1.514 0.30
H -1.512 0.803 -0.869 0.23
H 1.724 1.975 -0.019 0.29
N 0.776 1.913 -0.287 -0.69
N 0.267 -1.451 -0.194 -0.08
C -1.110 0.337 0.113 -0.69
C 1.128 -0.500 0.125 -0.11

=====

15
Properties=species:S:1:pos:R:3:mulliken_charge:R:1 method="wB97M-V/def2-TZVPD" e_above_lowest_kcal_mol=71.4 spin_multiplicity=1 orbital_gap_ev=8.99
N 0.492 2.373 -0.465 -0.56
H 0.305 -2.938 -1.250 0.20
H -0.493 -1.599 -2.540 0.26
C -0.320 0.066 2.082 -0.66
H -0.593 1.032 1.688 0.27
H 1.497 1.911 -0.225 0.30
S 0.631 -0.842 0.983 -0.11
H 0.154 0.050 3.048 0.32
H -1.506 0.166 -1.751 0.25
H -1.516 2.200 -0.939 0.31
N -0.800 0.294 -0.925 -0.25
C 0.054 -1.829 -1.603 -0.80
C 0.052 -0.802 -0.728 0.42
C -0.540 1.656 -0.805 -0.18
H -1.266 -0.577 2.295 0.23

=====

15
Properties=species:S:1:pos:R:3:mulliken_charge:R:1 method="wB97M-V/def2-TZVPD" e_above_lowest_kcal_mol=87.3 spin_multiplicity=1 orbital_gap_ev=8.53 smiles="CC1(C)C=NSN1"
H 0.536 0.865 -1.974 0.40
C -0.009 0.069 -0.050 1.94
H 1.414 0.975 1.373 0.39
C -0.814 -1.145 -0.071 -0.74
H 0.722 -0.934 -1.589 0.37
S -2.799 0.282 0.076 0.05
H -0.999 1.950 0.420 0.30
N -2.033 -1.058 0.099 -0.32
H 1.841 0.446 -1.177 0.35
H 0.223 -0.103 2.061 0.42
C 0.815 0.052 1.198 -1.84
N -0.916 1.233 -0.215 -0.85
H 1.538 -0.617 1.210 0.53
C 0.880 0.091 -1.336 -1.53
H -0.398 -2.108 -0.025 0.50

=====

15
Properties=species:S:1:pos:R:3:mulliken_charge:R:1 method="wB97M-V/def2-TZVPD" e_above_lowest_kcal_mol=135.7 spin_multiplicity=1 orbital_gap_ev=7.89
H 2.284 -0.764 -1.059 0.26
C -1.559 -1.505 0.777 -1.02
N -0.099 1.444 0.010 0.56
C -0.542 -0.994 -0.384 -0.33
H -2.400 -1.889 0.254 0.31
H -1.032 -2.242 1.277 0.32
H 0.165 3.224 0.427 0.25
S 3.450 0.691 0.488 -0.20
H -2.021 -0.699 1.311 0.36
H 2.685 0.711 -1.792 0.33
H 0.148 -1.916 -0.711 0.26
H -1.118 -0.733 -1.230 0.27
N -0.409 2.613 -0.169 -0.91
C 0.212 0.306 -0.217 0.00
C 2.599 0.233 -0.880 -0.47

=====

15
Properties=species:S:1:pos:R:3:mulliken_charge:R:1 method="wB97M-V/def2-TZVPD" e_above_lowest_kcal_mol=78.4 spin_multiplicity=1 orbital_gap_ev=8.87
H -1.054 0.136 1.817 0.30
N 0.587 -1.405 0.528 -0.37
N 2.462 -0.358 0.155 -0.91
C -1.005 0.109 -0.567 0.19
H -1.797 0.383 -1.239 0.43
H -2.520 0.355 0.907 0.29
H 1.369 -2.171 0.916 0.37
C 1.174 -0.438 -0.103 0.60
C 0.353 0.461 -0.921 -0.80
H -1.129 1.792 1.110 0.26
H 0.411 1.542 -0.851 0.38
H 0.710 0.091 -1.978 0.24
S -0.972 -1.612 -0.352 -0.10
C -1.365 0.656 0.810 -1.10
H 2.775 0.458 -0.233 0.21

=====

15
Properties=species:S:1:pos:R:3:mulliken_charge:R:1 method="wB97M-V/def2-TZVPD" e_above_lowest_kcal_mol=101.8 spin_multiplicity=1 orbital_gap_ev=8.60
C 1.145 0.637 -0.266 -0.63
H -2.956 1.415 0.555 0.19
C 1.252 -1.004 -0.067 -0.52
H 1.768 -1.402 0.880 0.31
H 0.147 2.574 0.375 0.22
C -0.286 -1.552 0.118 -0.40
S -2.770 -0.247 -0.172 -0.24
N -0.714 2.093 0.032 -0.81
H 1.590 1.075 0.709 0.23
N -0.989 -0.266 -0.283 -0.14
H 1.691 -1.221 -1.028 0.27
H -0.830 -1.922 1.128 0.30
H 1.747 1.099 -1.026 0.40
C -0.248 0.893 -0.198 0.59
H -0.546 -2.173 -0.757 0.24

=====

16
Properties=species:S:1:pos:R:3:mulliken_charge:R:1 method="wB97M-V/def2-TZVPD" e_above_lowest_kcal_mol=26.3 spin_multiplicity=1 orbital_gap_ev=8.50
H -3.011 -0.040 -0.676 0.32
H 0.256 -1.606 0.035 0.10
N 1.123 1.386 -0.596 -0.48
H 2.896 0.572 -1.098 0.31
C 2.097 0.516 -0.368 -0.22
C -0.149 1.348 -0.353 0.31
N -0.993 0.300 -0.425 -0.02
C -2.381 0.461 0.026 -0.52
H -1.948 0.418 2.156 0.29
H -2.361 -1.169 1.458 0.30
S 2.305 -0.460 0.956 -0.29
H -2.607 1.549 -0.005 0.31
H -3.647 0.080 1.750 0.34
S -0.534 -1.248 -1.003 -0.11
C -2.596 -0.084 1.433 -0.95
H -0.654 2.273 -0.147 0.32

=====

15
Properties=species:S:1:pos:R:3:mulliken_charge:R:1 method="wB97M-V/def2-TZVPD" e_above_lowest_kcal_mol=148.9 spin_multiplicity=1 total_charge=+1 orbital_gap_ev=8.96 smiles="C=C=NN=[N+](C)C"
H -3.017 0.744 -0.605 0.28
N -0.985 0.271 0.043 0.53
H -2.075 -1.420 0.484 0.32
H -1.842 2.120 -0.222 0.32
N 1.258 0.299 0.560 -0.42
C -1.900 1.133 -0.670 -0.65
H -1.683 -0.241 1.814 0.36
H 3.800 -0.152 -1.142 0.28
H -1.553 1.337 -1.706 0.31
H -0.434 -1.394 1.142 0.30
C 3.277 -0.715 -0.449 -0.69
C -1.299 -0.811 0.886 -0.75
N 0.238 0.596 -0.147 -0.07
H 3.837 -1.647 -0.252 0.28
C 2.378 -0.123 0.263 0.61

=====

15
Properties=species:S:1:pos:R:3:mulliken_charge:R:1 method="wB97M-V/def2-TZVPD" e_above_lowest_kcal_mol=151.2 spin_multiplicity=1 total_charge=+1 orbital_gap_ev="7.49 / 7.49"
H 2.097 2.470 0.149 0.29
N -0.590 -0.320 0.304 -0.11
C 2.183 -0.380 0.274 0.20
C -0.504 -1.686 0.008 -0.83
N 1.259 1.891 0.085 -0.23
H -1.441 1.550 0.060 0.33
H -0.772 -2.230 0.924 0.30
H -2.493 0.221 0.438 0.37
N 2.729 -1.379 0.068 -0.28
H -1.150 -1.986 -0.821 0.34
H 0.520 -2.015 -0.212 0.33
H 0.389 2.368 -0.149 0.21
C 1.276 0.629 0.272 0.65
H -1.885 0.368 -1.227 0.35
C -1.619 0.499 -0.172 -0.92

=====

16
Properties=species:S:1:pos:R:3:mulliken_charge:R:1 method="wB97M-V/def2-TZVPD" e_above_lowest_kcal_mol=102.0 spin_multiplicity=1 total_charge=+1 orbital_gap_ev=11.01 smiles=COn1nc[nH+]c1C
O -1.280 -1.091 -0.348 -0.31
H -2.125 -2.597 0.675 0.31
N -0.570 0.068 -0.150 0.78
H 1.617 2.394 -0.229 0.28
H -2.303 -1.029 1.543 0.28
N 0.878 1.694 -0.039 -0.08
H -0.663 -1.672 1.512 0.26
C -0.254 2.025 0.559 -0.12
C 0.755 0.441 -0.548 0.30
C -1.622 -1.675 0.879 -0.53
H -0.609 2.985 0.965 0.42
N -1.156 1.062 0.530 -0.67
C 1.725 -0.559 -1.207 -0.92
H 1.190 -0.880 -2.140 0.34
H 1.943 -1.325 -0.515 0.33
H 2.472 0.160 -1.488 0.34

=====

17
Properties=species:S:1:pos:R:3:mulliken_charge:R:1 method="wB97M-V/def2-TZVPD" e_above_lowest_kcal_mol=189.3 spin_multiplicity=1 total_charge=+1 orbital_gap_ev=11.56
H 1.721 -3.531 -1.710 0.40
C 1.208 -2.968 -0.907 -0.03
H -0.074 2.304 1.659 0.29
H -0.813 0.952 2.652 0.24
C 0.257 0.842 -0.584 -0.19
H -0.390 -0.763 0.704 0.36
H -2.730 0.632 0.919 0.25
C -1.779 1.151 0.722 -0.41
N -0.544 0.442 0.551 0.22
C -0.607 1.402 1.624 -0.38
N 0.988 -0.086 -1.021 -0.08
N 0.579 -2.766 0.029 0.35
O -0.236 -2.137 0.677 -0.60
O 1.894 -0.045 -1.998 -0.37
H -1.963 1.764 -0.108 0.29
H 2.144 0.869 -2.415 0.34
H 0.345 1.938 -0.792 0.34

=====

19
Properties=species:S:1:pos:R:3:mulliken_charge:R:1 method="wB97M-V/def2-TZVPD" e_above_lowest_kcal_mol=6.9 spin_multiplicity=1 orbital_gap_ev=10.41 smiles="COP(=S)(OC)n1cncn1"
H -0.012 2.506 1.540 0.27
H -0.814 -3.059 0.679 0.30
O 1.405 -0.198 -1.052 -0.27
H 0.988 1.878 -1.523 0.24
N -2.112 2.052 1.154 -0.60
C 1.760 0.994 -1.703 -0.59
N -0.586 0.467 0.846 0.24
H -3.624 0.718 0.482 0.42
N -1.825 -0.088 0.544 -0.56
O 0.900 -1.981 0.496 -0.31
S 2.484 0.279 1.737 -0.32
H 1.917 0.767 -2.777 0.24
H 2.708 1.460 -1.306 0.29
C -0.788 1.775 1.092 0.02
C -2.641 0.882 0.788 -0.14
C -0.211 -2.618 -0.088 -0.65
P 1.248 -0.503 0.523 0.79
H -0.031 -3.419 -0.786 0.27
H -0.766 -1.911 -0.647 0.36

=====

19
Properties=species:S:1:pos:R:3:mulliken_charge:R:1 method="wB97M-V/def2-TZVPD" e_above_lowest_kcal_mol=140.9 spin_multiplicity=1 orbital_gap_ev="8.07 / 7.81"
O 1.880 0.093 0.966 -0.25
C -1.241 0.432 -0.419 0.20
C 1.536 -2.002 -0.865 -0.56
N -1.897 -0.733 -0.728 -0.45
H 2.135 0.732 2.902 0.20
H 1.856 2.102 1.483 0.27
H 0.731 -2.212 -1.506 0.27
H 0.471 1.161 2.010 0.32
H -4.143 1.391 -0.325 0.25
C 1.507 1.081 1.963 -0.62
H 2.351 -2.727 -0.877 0.24
O 2.100 -0.820 -1.380 -0.32
H -4.127 -0.892 -0.720 0.37
N -2.011 1.457 -0.186 -0.58
H 1.181 -1.846 0.170 0.32
P 1.703 0.562 -0.627 0.93
N -3.278 0.928 -0.192 0.06
C -3.187 -0.404 -0.617 -0.10
O 2.433 1.695 -1.050 -0.55